Density functional theory data (ωB97M-V with the def2-TZVPD basis set) for a molecular structure, H44O22Ti in a non-equilibrium geometry.

Positions of all 67 atoms, in Å:
Ti: 0.050 -0.169 -0.222
O: -0.317 0.471 5.006
H: -0.579 -0.409 4.737
H: 0.481 0.647 4.507
O: 1.967 2.552 1.491
H: 2.033 1.732 1.000
H: 1.841 2.278 2.399
O: 0.544 -2.077 -3.893
H: -0.274 -1.639 -4.128
H: 0.961 -2.271 -4.732
O: 2.242 1.067 3.950
H: 2.543 0.177 3.769
H: 2.786 1.359 4.682
O: -2.918 3.401 -0.110
H: -3.826 3.167 -0.305
H: -2.919 4.357 -0.071
O: -1.211 -1.260 1.716
H: -2.078 -0.889 1.552
H: -1.300 -1.721 2.550
O: -3.965 -0.408 2.045
H: -4.367 -1.182 2.439
H: -4.536 -0.189 1.309
O: -3.382 -2.445 -0.182
H: -4.160 -2.981 -0.333
H: -2.920 -2.888 0.529
O: 3.228 -1.170 2.769
H: 3.372 -2.102 2.600
H: 4.104 -0.818 2.931
O: 2.299 4.579 -0.001
H: 1.520 4.368 -0.515
H: 2.323 3.911 0.684
O: 3.902 0.490 -3.170
H: 3.688 0.657 -4.087
H: 4.581 1.132 -2.961
O: -1.342 0.632 -3.938
H: -1.745 1.140 -4.642
H: -2.060 0.452 -3.331
O: 0.213 3.114 -1.114
H: -0.400 2.704 -0.504
H: 0.374 2.444 -1.779
O: 0.734 0.888 -2.487
H: 1.535 0.604 -2.928
H: 0.058 0.839 -3.162
O: -0.387 -4.642 0.789
H: 0.479 -4.989 1.002
H: -0.257 -3.696 0.723
O: -2.199 -0.166 -1.036
H: -2.886 0.375 -1.424
H: -2.591 -1.036 -0.963
O: -1.258 1.754 0.981
H: -1.917 2.282 0.532
H: -1.542 1.742 1.895
O: 2.346 -0.181 0.412
H: 2.545 -0.583 1.257
H: 3.066 -0.453 -0.158
O: 0.819 -2.419 -1.122
H: 1.286 -3.249 -1.212
H: 0.785 -2.065 -2.011
O: -2.016 2.114 3.498
H: -1.421 1.488 3.911
H: -2.888 1.744 3.636
O: -2.597 -3.009 -3.553
H: -2.618 -2.094 -3.271
H: -3.467 -3.167 -3.919
O: 4.525 -1.206 -1.027
H: 4.135 -1.048 -1.887
H: 4.982 -2.042 -1.121

For the HOMO energy (alpha / beta), the calculation gives -6.678 / -10.605 eV. As for the energy above the lowest of the compared OMol25 structures with the same formula, charge and spin: 12.0 kcal/mol. The multiplicity is 4. As for the total charge: +1. The value obtained for the HOMO-LUMO gap (alpha / beta) is 0.1421 / 0.2793 hartree. Its expectation value of S² is 3.7515.

Density functional theory data (ωB97M-V with the def2-TZVPD basis set) for 24 unconnected molecules or ions with the total composition H48O24 in a non-equilibrium geometry.

Positions of all 72 atoms, in Å:
O: 0.668 2.031 -0.322
H: 1.279 2.726 -0.077
H: -0.190 2.364 -0.061
O: -3.839 0.180 -0.783
H: -3.142 0.474 -1.370
H: -4.149 -0.639 -1.170
O: 3.461 1.714 4.585
H: 2.760 1.212 4.169
H: 3.164 1.838 5.487
O: 0.250 -1.831 2.867
H: 0.261 -1.453 1.988
H: -0.145 -2.695 2.752
O: 0.812 0.524 4.270
H: 0.356 -0.229 3.893
H: 0.823 0.351 5.211
O: 3.045 -1.781 3.895
H: 3.100 -2.513 4.508
H: 2.120 -1.742 3.650
O: -0.702 2.579 3.801
H: -0.018 3.210 3.575
H: -0.234 1.755 3.935
O: -2.298 -3.413 -3.904
H: -2.498 -3.818 -4.748
H: -2.169 -2.487 -4.106
O: -1.258 0.591 -2.167
H: -0.561 0.908 -1.593
H: -0.800 0.253 -2.937
O: -1.724 2.718 1.128
H: -2.451 3.314 1.306
H: -1.188 2.748 1.920
O: -3.000 2.231 -3.474
H: -2.535 3.043 -3.275
H: -2.443 1.540 -3.116
O: 0.270 -0.529 0.448
H: 0.606 0.339 0.225
H: -0.167 -0.830 -0.349
O: 1.999 -2.533 -0.933
H: 1.971 -1.774 -0.350
H: 2.931 -2.675 -1.098
O: -3.808 -3.287 1.066
H: -4.227 -3.027 0.246
H: -3.307 -2.517 1.334
O: -4.359 1.148 2.253
H: -3.987 1.760 1.618
H: -5.300 1.320 2.230
O: 1.295 5.077 -0.510
H: 1.492 5.847 -1.043
H: 0.763 4.520 -1.080
O: -2.572 -0.915 1.419
H: -3.226 -0.222 1.509
H: -1.799 -0.472 1.068
O: 0.025 0.060 -4.590
H: -0.318 0.546 -5.339
H: 0.832 -0.341 -4.913
O: 1.798 2.899 -3.474
H: 2.041 3.040 -4.389
H: 2.418 2.240 -3.160
O: -0.668 3.739 -2.698
H: 0.169 3.312 -2.879
H: -0.697 4.478 -3.305
O: 4.746 -2.264 -0.238
H: 5.220 -1.476 0.027
H: 5.357 -2.980 -0.067
O: 1.396 -5.291 -1.117
H: 2.101 -5.555 -0.525
H: 1.378 -4.336 -1.057
O: 3.825 0.223 -2.477
H: 3.835 -0.526 -3.073
H: 3.515 -0.136 -1.645
O: -0.589 -4.525 2.449
H: -0.970 -4.736 1.596
H: -0.745 -5.306 2.981

For the HOMO energy, the calculation gives -9.957 eV. As for the energy above the lowest of the compared OMol25 structures with the same formula, charge and spin: 61.8 kcal/mol. As for the total charge: 0. The value obtained for the HOMO-LUMO gap is 0.3494 hartree.

Density functional theory data (ωB97M-V with the def2-TZVPD basis set) for a molecular structure, H4IN2P in a non-equilibrium geometry.

Positions of all 8 atoms, in Å:
N: 0.597 -1.263 0.238
N: 0.616 1.080 -0.503
P: -0.139 -0.339 -0.955
I: -2.969 -0.168 0.470
H: 0.961 -0.587 0.872
H: 0.000 -2.024 0.518
H: 0.403 1.884 -1.047
H: 0.529 1.417 0.405

For the HOMO energy, the calculation gives -8.376 eV. As for the energy above the lowest of the compared OMol25 structures with the same formula, charge and spin: 13.6 kcal/mol. As for the total charge: 0. The value obtained for the HOMO-LUMO gap is 0.2731 hartree.

Density functional theory data (ωB97M-V with the def2-TZVPD basis set) for a molecular structure, H4Li4O18S4 in a non-equilibrium geometry.

Positions of all 30 atoms, in Å:
Li: -0.211 -1.920 -3.469
Li: -0.260 -0.128 0.511
Li: 3.308 -2.670 2.115
Li: 0.429 4.456 1.039
S: 1.995 0.636 4.083
O: 1.749 1.336 5.325
O: 2.093 1.538 2.968
O: 3.204 -0.074 4.201
O: 0.853 -0.241 3.755
S: -1.057 2.763 -3.350
O: -2.412 3.094 -3.891
O: -0.089 2.701 -4.412
O: -0.614 3.796 -2.396
O: -1.000 1.456 -2.664
S: -0.914 -4.649 0.834
O: -1.010 -5.860 -0.009
O: -1.998 -4.572 1.800
O: 0.334 -4.658 1.572
O: -0.997 -3.424 0.086
S: 3.954 -0.359 -2.200
O: 5.190 -1.042 -2.493
O: 4.229 1.087 -2.008
O: 3.130 -0.616 -3.370
O: 3.346 -0.915 -1.011
O: -5.272 -0.031 -1.792
H: -4.346 0.150 -1.630
H: -5.609 -0.327 -0.946
O: -2.394 2.736 2.195
H: -3.338 2.775 2.037
H: -2.296 2.961 3.120

For the HOMO energy, the calculation gives 3.413 eV. As for the total charge: -4. The value obtained for the HOMO-LUMO gap is 0.0703 hartree.

In the order shown, the computed E_tot values come out to -2530.916501; -1834.577909; -750.972879; -2979.310916 Eh.